C48H41FeN2O2 | ωB97M-V/def2-TZVPD

Geometry as ORCA input:
```
! RIJCOSX wB97M-V def2-TZVPD def2/J DEFGRID3
* xyz -1 5
C 2.666 3.318 -2.584
C 3.379 2.184 -3.239
C 2.856 0.970 -3.222
C 4.702 2.419 -3.860
Fe 6.301 2.310 -2.509
C 5.451 3.485 -1.386
O 4.892 4.198 -0.696
C 7.279 3.501 -3.492
O 7.879 4.244 -4.114
C 6.288 0.211 -2.739
C 5.858 0.565 -1.406
C 6.940 1.280 -0.769
C 8.031 1.386 -1.711
C 7.629 0.720 -2.932
H 3.217 4.253 -2.703
H 1.668 3.465 -3.003
H 2.567 3.138 -1.512
H 3.356 0.142 -3.682
H 1.918 0.778 -2.746
H 4.894 1.684 -4.641
H 4.732 3.402 -4.328
H 5.728 -0.401 -3.448
H 4.901 0.312 -0.948
H 6.943 1.642 0.260
H 8.999 1.858 -1.523
H 8.246 0.590 -3.826
C -3.539 5.261 5.605
C -2.419 5.858 5.059
C -1.371 5.084 4.612
C -1.426 3.695 4.708
N -0.341 2.877 4.202
C 0.672 2.376 5.112
C 0.454 1.213 5.849
C 1.432 0.719 6.683
C 2.642 1.379 6.795
C 2.868 2.538 6.076
C 1.893 3.033 5.241
C -0.473 2.280 2.893
C 0.084 2.897 1.765
C -0.036 2.344 0.518
C -0.729 1.125 0.328
C -0.848 0.552 -0.965
C -1.518 -0.645 -1.330
C -1.610 -1.045 -2.685
C -2.259 -2.201 -3.035
C -2.822 -3.041 -2.067
N -3.460 -4.274 -2.436
C -3.128 -5.477 -1.700
C -3.715 -5.757 -0.468
C -3.331 -6.866 0.253
C -2.366 -7.718 -0.252
C -1.788 -7.462 -1.481
C -2.162 -6.348 -2.198
C -4.631 -4.255 -3.293
C -4.532 -4.504 -4.660
C -5.653 -4.468 -5.460
C -6.890 -4.187 -4.912
C -7.005 -3.950 -3.556
C -5.887 -3.982 -2.753
C -2.744 -2.655 -0.727
C -2.130 -1.493 -0.385
C -1.295 0.540 1.480
C -1.179 1.086 2.720
C -2.561 3.108 5.264
C -3.607 3.885 5.708
H -4.361 5.869 5.949
H -2.369 6.931 4.977
H -0.498 5.541 4.179
H -0.488 0.704 5.750
H 1.252 -0.182 7.249
H 3.404 0.995 7.453
H 3.809 3.056 6.171
H 2.061 3.930 4.670
H 0.602 3.829 1.908
H 0.389 2.846 -0.334
H -0.389 1.102 -1.770
H -1.167 -0.426 -3.448
H -2.336 -2.499 -4.066
H -4.465 -5.090 -0.082
H -3.779 -7.065 1.214
H -2.072 -8.591 0.309
H -1.042 -8.132 -1.879
H -1.707 -6.127 -3.148
H -3.567 -4.727 -5.080
H -5.567 -4.660 -6.517
H -7.765 -4.154 -5.541
H -7.971 -3.740 -3.125
H -5.969 -3.801 -1.696
H -3.195 -3.269 0.031
H -2.116 -1.111 0.733
H -1.874 -0.474 1.306
H -1.632 0.610 3.571
H -2.611 2.036 5.337
H -4.482 3.419 6.132
*
```

Summary:
* E_LUMO (spin up / spin down): 0.0741 / 0.0357 Eh
* HOMO energy (spin up / spin down): -1.373 / -3.470 eV
* <S²>: 6.174
* energy above the lowest of the compared OMol25 structures with the same formula, charge and spin: 0.601 eV
* frontier orbital gap (spin up / spin down): 3.39 / 4.44 eV
* strongest force on any atom: 6.8 eV Å⁻¹